1.
DFT (wB97M-V/def2-TZVPD) results for 2 unconnected molecules or ions with the total composition C3H9NO2 at a distorted geometry.

Relative energy (zero: lowest compared OMol25 entry of this formula, charge and spin) = 2.919 eV
Electronic energy = -8840.03623 eV
SMILES = C=CO.NCO
HOMO level = -8.68 eV

```
! RIJCOSX wB97M-V def2-TZVPD def2/J DEFGRID3
* xyz 0 1
C 2.04658 2.33976 -2.75543
C 0.95919 2.18903 -1.99062
O 1.05128 1.51589 -0.79706
H 2.23670 3.29109 -3.22302
H 2.78926 1.54929 -2.67885
H 0.02236 2.69064 -2.20529
H 0.23127 1.03478 -0.64168
N -1.45033 -2.73035 2.11213
C -1.46368 -1.37118 1.66586
O -0.41297 -1.01364 0.76590
H -1.14624 -3.56497 1.64571
H -1.47439 -2.85161 3.11118
H -2.41365 -1.11225 1.19823
H -1.36808 -0.73695 2.54376
H 0.39270 -1.22953 1.24919
*
```

2.
DFT (wB97M-V/def2-TZVPD) results for 2 unconnected molecules or ions with the total composition C3H9NO2 at a distorted geometry.

Relative energy (zero: lowest compared OMol25 entry of this formula, charge and spin) = 1.497 eV
Electronic energy = -8841.45867 eV
SMILES = CC(=O)O.CN
HOMO level = -9.15 eV

```
! RIJCOSX wB97M-V def2-TZVPD def2/J DEFGRID3
* xyz 0 1
C 0.41601 -2.69027 -0.11861
C 1.57533 -1.88683 -0.68348
O 1.73351 -1.62074 -1.83639
O 2.22366 -1.18301 0.31656
H 0.33007 -2.76628 0.93125
H 0.58007 -3.74583 -0.41060
H -0.50096 -2.22887 -0.55772
H 2.92537 -0.69263 -0.14147
C -1.69903 2.22223 -0.01551
N -0.84212 2.80561 1.01385
H -1.94356 1.16952 -0.18117
H -1.44655 2.82619 -0.93994
H -2.72368 2.51087 0.31728
H -0.62069 2.15669 1.75669
H -0.00744 3.12336 0.54926
*
```

3.
DFT (wB97M-V/def2-TZVPD) results for 2 unconnected molecules or ions with the total composition C3H9NO2 at a distorted geometry.

Relative energy (zero: lowest compared OMol25 entry of this formula, charge and spin) = 1.349 eV
Electronic energy = -8841.60652 eV
SMILES = CC(=O)O.CN
HOMO level = -8.86 eV

```
! RIJCOSX wB97M-V def2-TZVPD def2/J DEFGRID3
* xyz 0 1
C -0.04878 -0.73499 2.50991
C 0.29207 -0.11262 1.21617
O 1.15966 -0.40904 0.44176
O -0.64672 0.83486 0.92874
H 0.91447 -1.13582 2.91725
H -0.81012 -1.50925 2.50043
H -0.11226 -0.06885 3.37902
H -0.45288 1.15671 0.03886
C -0.64116 0.74980 -2.61545
N 0.08135 -0.43531 -2.15014
H -0.99431 0.55418 -3.65456
H 0.02609 1.60637 -2.69121
H -1.59797 0.94415 -2.10916
H 1.07263 -0.27032 -2.19812
H -0.15028 -0.70410 -1.22014
*
```

4.
DFT (wB97M-V/def2-TZVPD) results for 2 unconnected molecules or ions with the total composition C3H9NO2 at a distorted geometry.

Relative energy (zero: lowest compared OMol25 entry of this formula, charge and spin) = 0.620 eV
Electronic energy = -8842.33540 eV
SMILES = CCC(N)=O.O
HOMO level = -9.73 eV

```
! RIJCOSX wB97M-V def2-TZVPD def2/J DEFGRID3
* xyz 0 1
C -0.09905 -0.68601 -0.62059
C -0.28951 0.55550 -1.56503
C 0.27568 1.86844 -1.01946
N 1.53185 1.83181 -0.44596
O -0.30237 2.92779 -1.13522
H 0.55187 -1.44648 -1.04747
H 0.39398 -0.36182 0.28893
H -1.07983 -1.10483 -0.42207
H -1.35159 0.74566 -1.66980
H 0.19989 0.32767 -2.50862
H 1.84220 0.97153 -0.03389
H 1.79975 2.66900 0.00989
O -0.80035 -2.72255 3.42576
H -1.44574 -2.01561 3.54570
H -1.22677 -3.56011 3.19783
*
```

5.
DFT (wB97M-V/def2-TZVPD) results for 2 unconnected molecules or ions with the total composition C3H9NO2 at a distorted geometry.

Relative energy (zero: lowest compared OMol25 entry of this formula, charge and spin) = 0.967 eV
Electronic energy = -8832.54414 eV
HOMO level (spin up / spin down) = -15.40 / -15.40 eV

```
! RIJCOSX wB97M-V def2-TZVPD def2/J DEFGRID3
* xyz 1 2
C 1.22469 -0.93073 0.95235
C 0.64470 -0.58247 -0.42747
N -0.65436 -0.72014 -0.60496
C -1.69855 -0.77632 0.41706
O 1.43468 -0.43396 -1.38745
H 0.99794 -1.98091 1.10980
H 2.30497 -0.85765 0.86237
H 0.84649 -0.25168 1.68503
H -1.03997 -0.44848 -1.49467
H -2.42725 -1.55178 0.18816
H -2.33224 0.10800 0.32710
H -1.25564 -0.89485 1.39882
H -0.58528 2.06417 1.17892
H -0.22556 3.51822 0.69868
O -0.72943 2.72751 0.50637
*
```

6.
DFT (wB97M-V/def2-TZVPD) results for 2 unconnected molecules or ions with the total composition C3H9NO2S at a distorted geometry.

Relative energy (zero: lowest compared OMol25 entry of this formula, charge and spin) = 1.918 eV
Electronic energy = -19674.14700 eV
HOMO level = 0.04 eV

```
! RIJCOSX wB97M-V def2-TZVPD def2/J DEFGRID3
* xyz -2 1
C 0.02971 1.13423 -0.72976
C 0.03377 1.41033 -2.22761
S -0.12857 3.24109 -2.40878
N -0.03835 -0.39440 -0.41899
C -0.87826 -1.03025 0.81465
O -0.26961 -1.81077 1.82224
H 0.87052 1.82782 -0.47405
H -0.87545 1.57044 -0.27374
H -0.84336 0.84178 -2.50187
H 0.96266 1.06134 -2.66793
H -0.34320 -0.66861 -1.35629
H -1.75754 -1.64813 0.37250
H -1.33817 -0.08485 1.28046
H 0.86110 -1.46143 3.04061
H 2.04056 -2.14273 2.42298
O 1.67420 -1.84587 3.30558
*
```

7.
DFT (wB97M-V/def2-TZVPD) results for 2 unconnected molecules or ions with the total composition C3H9NO2S at a distorted geometry.

Relative energy (zero: lowest compared OMol25 entry of this formula, charge and spin) = 1.037 eV
Electronic energy = -19675.02799 eV
HOMO level = -0.11 eV

```
! RIJCOSX wB97M-V def2-TZVPD def2/J DEFGRID3
* xyz -2 1
C -0.42834 -0.53176 0.39586
O -1.39758 0.32842 1.01237
C 0.71850 0.39210 -0.07809
C 1.82236 -0.19218 -0.99058
S 2.92545 -1.45318 -0.26396
N 1.18142 1.31867 0.96506
H -0.97871 -0.99317 -0.43755
H 0.08117 -1.22001 1.10444
H 0.22516 1.09795 -0.78834
H 1.19408 -0.70571 -1.73272
H 2.34226 0.72207 -1.32025
H 2.17501 1.21027 1.15469
H 0.63816 0.98735 1.76240
H -2.24541 -0.08345 0.73655
H -4.20136 -0.83574 -1.02637
O -4.05217 -0.04164 -0.49351
*
```

8.
DFT (wB97M-V/def2-TZVPD) results for 2 unconnected molecules or ions with the total composition C3H9NO2S at a distorted geometry.

Relative energy (zero: lowest compared OMol25 entry of this formula, charge and spin) = 2.210 eV
Electronic energy = -19676.20314 eV
SMILES = N[C@@H](C=O)CS.O
HOMO level = -9.54 eV

```
! RIJCOSX wB97M-V def2-TZVPD def2/J DEFGRID3
* xyz 0 1
N 1.87014 -0.77593 1.81908
C 1.52896 0.21961 0.83925
C 2.72057 0.62140 -0.07266
O 3.78576 0.09013 -0.17451
C 0.41974 -0.21543 -0.10306
S -1.23487 -0.35372 0.82426
H 2.68588 -1.34228 1.59722
H 1.14338 -1.47837 1.67989
H 1.25357 1.18984 1.25685
H 2.37170 1.41565 -0.74771
H 0.64794 -1.14835 -0.63262
H 0.26206 0.48074 -0.92274
H -1.78687 -0.27205 -0.39357
O -5.85920 0.73829 -3.03865
H -5.51295 1.41466 -3.61999
H -5.68488 -0.03515 -3.56730
*
```